[1]
Computed, not measured: an isolated molecule of C4H6O2, with ωB97M-V/def2-TZVPD.

```
12
Properties=species:S:1:pos:R:3
H 0.057 2.218 0.017
C -0.068 0.023 0.019
H -1.668 -1.344 0.008
H -2.176 0.315 0.418
C -1.513 -0.285 -0.208
C 0.506 1.240 -0.146
H 1.880 0.403 -0.920
H 1.796 -0.651 0.957
O 0.389 -2.098 0.991
H -1.780 -0.111 -1.256
C 0.784 -1.000 0.652
O 1.792 1.291 -0.532
```

The calculation puts the orbital gap at 9.24 eV. As for the SMILES: C/C(C=O)=C/O. As for the spin multiplicity: 1. The HOMO energy comes out at -9.07 eV. Its charge is 0. The energy above the lowest of the compared OMol25 structures with the same formula, charge and spin is 41.7 kcal per mole.

Mulliken atomic charge list, values in e, 5 entries: H 0.38; C 0.24; H 0.33; H 0.30; C -1.17


[2]
Computed, not measured: a cluster of 2 separate species, C4H14N2O2 in total, with ωB97M-V/def2-TZVPD.

```
22
Properties=species:S:1:pos:R:3
H -2.883 -1.733 0.882
N -1.083 0.174 -0.318
C 1.418 0.791 -1.860
H 0.223 -1.180 0.605
C 2.044 1.380 -0.557
C -1.850 -1.510 1.240
H -2.102 -2.976 2.577
H 1.323 1.043 1.374
H 1.007 -0.235 -1.583
H -1.889 -0.762 2.071
N 1.035 1.469 0.545
H 0.484 1.485 -1.976
H -0.180 0.886 0.070
H 2.871 0.717 -0.293
O -1.437 -2.730 1.883
H -0.897 -1.892 -0.631
O 2.339 0.786 -2.810
H 0.848 2.443 0.744
H -1.994 0.587 -0.041
H -1.030 0.150 -1.334
C -0.832 -1.181 0.192
H 2.586 2.287 -0.781
```

The calculation puts the orbital gap (spin up / spin down) at 11.07 / 8.53 eV. As for the spin multiplicity: 2. The HOMO energy (spin up / spin down) comes out at -14.12 / -14.12 eV. Its charge is +1. The energy above the lowest of the compared OMol25 structures with the same formula, charge and spin is 63.0 kcal per mole.

Mulliken atomic charge list, values in e, 5 entries: H 0.34; N -0.38; C 0.02; H 0.25; C -0.55